No. 1
ORCA calculation (ωB97M-V/def2-TZVPD) on a single C5H7Br molecule at a distorted geometry.

Summary:
SMILES string: CC1(C)C=C1Br
Kohn-Sham gap: 10.0 eV
calculated total energy: -2768.59869 Eh
energy above the lowest of the compared OMol25 structures with the same formula, charge and spin: 232.58 kJ/mol

Geometry (Å):
C 0.66911 0.15745 1.48898
C 1.38683 0.09475 0.38267
C -0.03513 0.05343 0.05741
C -0.58110 1.34148 -0.55327
C -0.62136 -1.25156 -0.36120
Br 3.17726 0.09086 -0.14881
H 0.63678 0.03778 2.55556
H -0.05279 2.14919 -0.00873
H -1.63145 1.36391 -0.11781
H -0.47516 1.22024 -1.73397
H -0.60777 -1.42332 -1.47750
H -1.69598 -1.62129 -0.00579
H -0.16924 -2.21293 -0.07754

---

No. 2
ORCA calculation (ωB97M-V/def2-TZVPD) on C4H8AgO3 as an isolated structure at a distorted geometry.

Summary:
Kohn-Sham gap (spin up / spin down): 8.2 / 6.0 eV
calculated total energy: -529.65565 Eh
energy above the lowest of the compared OMol25 structures with the same formula, charge and spin: 206.90 kJ/mol
expectation value of S²: 0.82
2S+1: 2

Geometry (Å):
C -1.56378 1.34253 0.82050
C -0.37851 1.47968 -0.31171
O 0.74035 1.38783 0.25215
O -1.29821 0.37674 1.69085
H -2.47157 1.17548 0.19450
H -1.59361 2.35716 1.27329
H -0.57862 2.36628 -0.94838
Ag 0.78458 -0.53482 1.66881
O 0.07923 -1.93844 -0.41614
C -0.36365 -1.51254 -1.57342
C -1.52277 -2.24699 -2.19677
H 0.47809 -1.43582 -2.29789
H -0.55010 0.03797 -1.30568
H -1.17499 -2.97005 -2.94461
H -2.20975 -1.50725 -2.63522
H -2.12404 -2.77292 -1.44035

---

No. 3
ORCA calculation (ωB97M-V/def2-TZVPD) on a single C4H7NO2 molecule.

Summary:
SMILES string: C[C@@H](C=O)C(N)=O
Kohn-Sham gap: 10.5 eV
calculated total energy: -361.86315 Eh
energy above the lowest of the compared OMol25 structures with the same formula, charge and spin: 46.48 kJ/mol

Geometry (Å):
C -0.88776 -1.08671 0.39590
C -0.39881 0.20218 -0.26679
C -1.17902 1.41040 0.23043
O -2.12395 1.32321 0.97551
C 1.09064 0.47357 -0.05313
O 1.49224 1.45482 0.54896
N 1.93573 -0.44307 -0.60237
H -0.90396 -0.97084 1.48266
H -1.90724 -1.31414 0.07505
H -0.24971 -1.94085 0.14821
H -0.56522 0.14683 -1.35467
H -0.83338 2.38921 -0.15016
H 1.60850 -1.30211 -1.01305
H 2.92195 -0.34252 -0.41654

---

No. 4
ORCA calculation (ωB97M-V/def2-TZVPD) on C17H17Cl2MgNO as an isolated structure at a distorted geometry.

Summary:
Kohn-Sham gap (spin up / spin down): 6.2 / 6.2 eV
calculated total energy: -1908.45436 Eh
energy above the lowest of the compared OMol25 structures with the same formula, charge and spin: 0.00 kJ/mol

Geometry (Å):
C 0.50514 1.96709 -0.14300
C -2.39403 1.44626 0.22615
C 0.57036 2.22457 -1.56182
H 1.46621 1.76188 0.33574
C -2.21602 0.81859 -0.98726
H -3.09111 1.04464 0.97095
H 1.17310 3.15047 -1.69350
H -2.66224 -0.16788 -1.17025
C -0.75997 2.59160 -2.26548
H -0.51937 2.83340 -3.31416
H -1.13172 3.53247 -1.83629
C -0.33006 2.97266 0.65205
H -0.07705 4.01574 0.38180
H -0.06990 2.85471 1.71898
C -1.88521 2.84192 0.53002
H -2.26403 3.57954 -0.19832
H -2.30931 3.13988 1.50657
C -1.89133 1.55697 -2.27114
H -2.80313 2.08871 -2.60693
H -1.67605 0.81627 -3.05938
Mg -0.69836 0.26378 0.35283
H 1.20856 1.51797 -2.09506
Cl 1.72266 -0.62665 4.51450
C 1.62247 -1.65171 3.16572
C 2.30174 -2.86962 3.13213
C 2.23857 -3.71092 2.02100
Cl 3.05262 -5.21636 2.07143
C 1.51907 -3.33362 0.84772
C 1.44164 -4.10021 -0.33195
C 0.77038 -3.59773 -1.42477
C 0.14453 -2.34121 -1.35153
N 0.15334 -1.61417 -0.22381
C 0.83416 -2.07556 0.86279
C 0.82180 -1.24154 2.06155
O 0.09638 -0.17239 2.11337
H 2.88223 -3.16634 3.99274
H 1.92538 -5.07379 -0.35845
H 0.71037 -4.15218 -2.36034
H -0.38182 -1.90723 -2.20458

---

No. 5
ORCA calculation (ωB97M-V/def2-TZVPD) on C10H14BrO2PPdTe4 as an isolated structure at a distorted geometry.

Summary:
Kohn-Sham gap (spin up / spin down): 3.1 / 4.1 eV
calculated total energy: -4655.23082 Eh
charge: -2
expectation value of S²: 2.02
2S+1: 3

Geometry (Å):
Pd 0.00000 0.00000 0.00000
Te -0.20175 -0.49263 -2.66809
Te -1.62071 -2.58940 -3.81145
Te -2.62599 -3.83307 -1.50683
Te -1.56454 -2.17860 0.45612
C -3.43406 2.42983 -0.18894
P -1.94352 1.37340 -0.10662
C -0.88946 2.83609 -0.41892
C -2.35443 0.92091 1.60862
H -3.37952 3.21990 0.59756
H -4.34331 1.81411 -0.01826
H -3.50270 2.91037 -1.17989
H -1.45802 3.77933 -0.51810
H -0.32787 2.67273 -1.35636
H -0.18175 2.95423 0.42380
H -3.27171 1.40928 1.99792
H -1.51700 1.20952 2.27589
H -2.50737 -0.17532 1.66607
Br -0.48132 -0.13569 7.26055
C 0.38298 1.00928 6.02641
C 1.11704 2.09761 6.49687
C 1.75459 2.94241 5.58992
C 1.65487 2.69487 4.21892
C 0.91823 1.60138 3.73112
C 0.28126 0.75898 4.65847
C 0.81330 1.33730 2.24229
O 1.41753 2.14438 1.46784
O 0.12917 0.32883 1.88111
H 1.19737 2.29406 7.56099
H 2.32951 3.79351 5.94144
H 2.15268 3.35425 3.50874
H -0.29096 -0.08978 4.28804
H 0.97162 1.35143 -0.30296

---

No. 6
ORCA calculation (ωB97M-V/def2-TZVPD) on a 3-piece molecular cluster, C3H11NO2 overall at a distorted geometry.

Summary:
SMILES string: C=NCC.O.O
Kohn-Sham gap: 10.3 eV
calculated total energy: -326.05233 Eh
energy above the lowest of the compared OMol25 structures with the same formula, charge and spin: 207.80 kJ/mol

Geometry (Å):
C -1.66817 -0.17526 -1.16985
C -0.98851 -0.98888 -0.10656
C 0.63423 -2.70690 -0.66564
N 0.19898 -1.51751 -0.68852
H -1.25476 0.94186 -1.29200
H -1.41045 -0.70426 -2.17187
H -2.74917 0.04869 -1.16506
H -1.60931 -1.81988 0.27045
H -0.60988 -0.24298 0.73673
H 0.30280 -3.46720 0.09747
H 1.33590 -3.23348 -1.32819
H 1.49985 -0.06501 -0.59377
H 1.54917 1.48861 0.06753
O 1.99077 0.59523 0.06519
H 0.49407 3.10624 1.76430
H -0.54344 3.45889 2.93578
O -0.27365 3.69695 2.07863

---

No. 7
ORCA calculation (ωB97M-V/def2-TZVPD) on a single C4H6O2 molecule.

Summary:
Kohn-Sham gap: 8.5 eV
calculated total energy: -306.36166 Eh
energy above the lowest of the compared OMol25 structures with the same formula, charge and spin: 379.75 kJ/mol

Geometry (Å):
C -0.55519 0.96972 1.04149
C 0.10046 -0.25371 0.46701
O -0.75316 -1.02374 -0.52211
C 0.39156 -0.77432 -1.58460
C 1.18703 -0.12625 -0.62370
O 2.28012 0.41198 -0.54705
H 0.23169 1.52763 1.56091
H -0.94625 1.62437 0.25448
H -1.34569 0.73616 1.76260
H 0.35879 -0.99498 1.22562
H -1.48312 -0.45516 -0.81872
H 0.53377 -1.64171 -2.21593

---

No. 8
ORCA calculation (ωB97M-V/def2-TZVPD) on a 2-piece molecular cluster, C2H7N2O overall at a distorted geometry.

Summary:
Kohn-Sham gap: 6.8 eV
calculated total energy: -265.08484 Eh
charge: -1
energy above the lowest of the compared OMol25 structures with the same formula, charge and spin: 198.20 kJ/mol

Geometry (Å):
C -2.61136 0.33971 0.16925
C -1.32488 -0.35070 -0.41151
N 3.53085 0.31646 -0.21620
N -0.42133 -0.66590 0.43856
O 0.74896 -1.08038 0.03861
H -2.25366 1.27593 0.72703
H -3.27279 0.64382 -0.68946
H -3.14922 -0.25163 0.81922
H 3.35032 1.01497 0.41325
H -1.10487 -0.62607 -1.49485
H 2.57531 -0.12628 -0.15205
H 3.93266 -0.48993 0.35817

---

No. 9
ORCA calculation (ωB97M-V/def2-TZVPD) on a 2-piece molecular cluster, C9H20NO4 overall at a distorted geometry.

Summary:
Kohn-Sham gap: 9.7 eV
calculated total energy: -710.23779 Eh
charge: +1
energy above the lowest of the compared OMol25 structures with the same formula, charge and spin: 331.73 kJ/mol

Geometry (Å):
C 2.92361 -0.31893 -0.00456
C -3.09049 -0.81563 0.40199
C -0.15626 -2.43242 0.04061
C 0.78274 1.63711 -1.46239
C 0.86122 2.34249 0.84139
C 1.96323 -1.33141 0.50281
C -2.20574 0.11796 -0.40149
C 0.54543 -1.18815 -0.21428
C -0.18841 0.09214 0.39946
N 0.12972 1.51894 -0.17540
O 3.21478 0.73622 0.49981
O -2.38758 1.50055 -0.40253
O 0.78858 -1.05379 -1.65151
O -0.26780 0.05763 1.71609
H 3.46863 -0.61415 -1.07560
H -4.02121 -0.29155 0.75467
H -3.58077 -1.56059 -0.20261
H -2.48179 -1.32700 1.18825
H -0.45167 -2.36555 1.02648
H 0.49782 -3.22140 -0.04057
H -0.88075 -2.70919 -0.71787
H 1.94209 1.50620 -1.29568
H 0.26539 1.01966 -2.13610
H 0.64483 2.71973 -1.83095
H 0.90730 3.47481 0.55971
H 0.47775 2.12985 1.78665
H 1.86180 2.01890 0.91810
H 1.83733 -1.31316 1.63048
H 2.43414 -2.28466 0.41456
H -1.92047 -0.15924 -1.38316
H -0.77451 1.88883 -0.32087
H -2.70429 1.98292 0.44939
H 0.65868 -1.97021 -1.97262
H -1.09333 0.21310 2.15773

---

- What is the calculated total energy in the first record?
  -2768.59869 Eh